Record 1
{
  "formula": "C60H90N6O24",
  "method": "ωB97M-V/def2-TZVPD",
  "homo_ev": [-1.663, -5.327],
  "orbital_gap_ev": [2.033, 5.697],
  "total_charge": -1,
  "lumo_energy_ev": [0.37, 0.37],
  "multiplicity": 2,
  "symbols": ["C", "C", "C", "C", "C", "C", "N", "O", "O", "H", "H", "H", "H", "H", "C", "C", "C", "C", "C", "C", "N", "O", "O", "H", "H", "H", "H", "H", "C", "C", "C", "C", "C", "C", "N", "O", "O", "H", "H", "H", "H", "H", "C", "C", "C", "C", "C", "C", "N", "O", "O", "H", "H", "H", "H", "H", "C", "C", "C", "C", "C", "C", "N", "O", "O", "H", "H", "H", "H", "H", "C", "C", "C", "C", "C", "C", "N", "O", "O", "H", "H", "H", "H", "H", "C", "O", "C", "C", "O", "C", "H", "H", "H", "H", "H", "H", "H", "H", "H", "H", "C", "O", "C", "C", "O", "C", "H", "H", "H", "H", "H", "H", "H", "H", "H", "H", "C", "O", "C", "C", "O", "C", "H", "H", "H", "H", "H", "H", "H", "H", "H", "H", "C", "O", "C", "C", "O", "C", "H", "H", "H", "H", "H", "H", "H", "H", "H", "H", "C", "O", "C", "C", "O", "C", "H", "H", "H", "H", "H", "H", "H", "H", "H", "H", "C", "O", "C", "C", "O", "C", "H", "H", "H", "H", "H", "H", "H", "H", "H", "H"],
  "xyz": [[3.5605, -2.3950, 6.8266], [4.7698, -2.5486, 7.4324], [5.9360, -2.3247, 6.7006], [5.8458, -2.2048, 5.3120], [4.6525, -2.0830, 4.7101], [3.4917, -2.1879, 5.4380], [7.0549, -2.2127, 4.4513], [6.8692, -1.9148, 3.3128], [8.0535, -2.5757, 5.0606], [2.6364, -2.5263, 7.3699], [4.8266, -2.8683, 8.4625], [6.8780, -2.4322, 7.2177], [4.5795, -1.9756, 3.6380], [2.5393, -2.0767, 4.9411], [5.9864, -6.7170, 3.3110], [4.8609, -6.1237, 3.8728], [4.1395, -5.2032, 3.1095], [4.6107, -4.8237, 1.8727], [5.6995, -5.4360, 1.2633], [6.3635, -6.3971, 1.9896], [3.8232, -3.8535, 1.1422], [3.9635, -3.6023, -0.0300], [2.8905, -3.2961, 1.6752], [6.6441, -7.3664, 3.8696], [4.4562, -6.2784, 4.8621], [3.2665, -4.7731, 3.5778], [6.1118, -5.3005, 0.2743], [7.2951, -6.8142, 1.6369], [-3.1146, -0.6634, 5.8650], [-3.4919, -1.4162, 6.9572], [-2.6684, -2.3680, 7.4535], [-1.4830, -2.7434, 6.8042], [-1.0646, -1.9392, 5.6698], [-1.8098, -0.8462, 5.3087], [-0.6595, -3.9308, 7.2941], [0.4813, -3.9993, 6.9030], [-1.2253, -4.8570, 7.9030], [-3.7535, 0.1332, 5.5133], [-4.4126, -1.1675, 7.4640], [-3.0004, -2.7632, 8.4022], [-0.1154, -2.1084, 5.1832], [-1.3543, -0.2777, 4.5114], [-5.5666, -0.6920, -5.6553], [-4.5796, -1.5568, -6.0485], [-3.9999, -2.4123, -5.0857], [-4.4397, -2.3877, -3.7442], [-5.5769, -1.6198, -3.4278], [-6.1102, -0.7392, -4.3640], [-3.7831, -3.2680, -2.7509], [-4.1803, -3.1406, -1.5964], [-2.9251, -4.0818, -3.1052], [-5.9671, 0.0423, -6.3386], [-4.0975, -1.5372, -7.0147], [-3.1544, -3.0281, -5.3546], [-6.0086, -1.4662, -2.4498], [-6.9177, -0.0353, -4.2265], [0.5261, -2.1520, -2.6925], [-0.4302, -1.3273, -3.3106], [-0.4796, -1.4427, -4.6837], [0.3163, -2.3549, -5.4040], [1.2027, -3.1698, -4.7081], [1.3249, -3.0123, -3.3067], [0.3252, -2.4261, -6.9049], [-0.2061, -1.4986, -7.4652], [0.8442, -3.4052, -7.4814], [0.5948, -2.1570, -1.6147], [-1.1036, -0.6292, -2.8358], [-1.0492, -0.7080, -5.2333], [1.8416, -3.8480, -5.2541], [2.0344, -3.6249, -2.7704], [-6.4297, 4.0102, -5.4710], [-5.5189, 3.8686, -4.4590], [-4.3542, 3.1219, -4.5989], [-4.0450, 2.5609, -5.8685], [-4.9290, 2.7533, -6.9376], [-6.1127, 3.4578, -6.7470], [-2.7564, 1.9502, -6.0941], [-2.5019, 1.4912, -7.1572], [-1.8730, 2.0145, -5.1652], [-7.3243, 4.5966, -5.3224], [-5.6986, 4.4573, -3.5716], [-3.6517, 3.0760, -3.7799], [-4.6798, 2.3866, -7.9224], [-6.8101, 3.5403, -7.5675], [5.5297, 0.8470, 1.9019], [4.4519, 1.7709, 1.7376], [3.8253, 2.0716, 3.0220], [2.7636, 3.1409, 2.7148], [3.4535, 4.2501, 2.1639], [3.2296, 5.4959, 2.8796], [5.9375, 0.5279, 0.9428], [5.3275, 0.0379, 2.6037], [6.3401, 1.4412, 2.3241], [4.5890, 2.3292, 3.7558], [3.3616, 1.1584, 3.3950], [2.1551, 3.4019, 3.5807], [2.0477, 2.8770, 1.9363], [3.3480, 5.4737, 3.9629], [2.1648, 5.6134, 2.6784], [3.8888, 6.3098, 2.5777], [-1.3411, 5.0259, 2.2973], [-2.6372, 4.7483, 2.6253], [-2.8791, 4.1599, 3.9062], [-2.5428, 2.7052, 4.0695], [-3.4010, 1.7592, 3.3713], [-3.2474, 1.7459, 1.9210], [-0.8747, 4.0639, 2.0846], [-0.8755, 5.6644, 3.0481], [-1.3849, 5.7646, 1.4970], [-3.9259, 4.2023, 4.2074], [-2.3443, 4.7393, 4.6587], [-2.6605, 2.4847, 5.1304], [-1.5220, 2.3852, 3.8605], [-3.6664, 0.7892, 1.6090], [-2.2336, 1.9132, 1.5574], [-3.8313, 2.4984, 1.3910], [6.8763, -2.0525, -5.2523], [7.5668, -1.0532, -4.4545], [6.7624, 0.0595, -4.1444], [5.5052, -0.1467, -3.2981], [5.6910, -0.6490, -2.0262], [4.4778, -0.7897, -1.3203], [5.9084, -2.3381, -4.8405], [7.5028, -2.9444, -5.2461], [6.7770, -1.6292, -6.2518], [6.5183, 0.6719, -5.0125], [7.2499, 0.8869, -3.6288], [4.8287, -0.7157, -3.9358], [5.1221, 0.8668, -3.1794], [3.9279, -1.5923, -1.8117], [3.7545, 0.0103, -1.4783], [4.6393, -0.8874, -0.2468], [1.3439, -0.7774, 1.4741], [0.3222, -1.1620, 0.5102], [-1.0192, -0.9901, 0.9650], [-2.0599, -0.9306, -0.1591], [-2.0076, 0.3243, -0.7409], [-3.2005, 0.6398, -1.4528], [1.6293, -1.4624, 2.2725], [1.0471, 0.1968, 1.8626], [2.2541, -0.4237, 0.9898], [-1.1373, -0.1192, 1.6097], [-1.2758, -1.8091, 1.6369], [-3.0701, -1.2651, 0.0771], [-1.7828, -1.7076, -0.8716], [-3.5511, -0.0056, -2.2581], [-3.0944, 1.6286, -1.8990], [-4.0341, 0.6398, -0.7505], [1.1063, 1.9013, -1.0806], [1.5842, 3.2169, -1.3137], [2.9287, 3.4418, -0.9873], [3.1353, 4.9256, -1.0684], [3.2662, 5.3552, -2.3856], [4.6144, 5.2905, -2.8876], [0.1542, 1.7023, -1.5726], [1.1056, 1.6278, -0.0254], [1.6546, 1.0655, -1.5152], [3.6128, 2.9170, -1.6542], [3.2404, 3.0184, -0.0325], [3.9063, 5.2572, -0.3728], [2.2915, 5.4695, -0.6437], [4.6894, 5.6990, -3.8954], [4.8795, 4.2340, -2.8460], [5.2218, 5.9004, -2.2188], [-9.3700, -1.5207, -1.9213], [-8.2322, -0.6617, -1.5991], [-8.5458, 0.6626, -1.2020], [-7.2452, 1.5468, -1.0556], [-6.5508, 1.1650, 0.0689], [-7.0581, 1.6912, 1.3123], [-8.9962, -2.5006, -2.2183], [-9.8869, -1.1326, -2.7990], [-9.9375, -1.6964, -1.0075], [-9.1469, 0.7639, -0.2984], [-9.1681, 1.0058, -2.0285], [-7.3623, 2.6300, -1.0866], [-6.6064, 1.3910, -1.9250], [-8.1214, 1.4562, 1.3597], [-7.0531, 2.7754, 1.1996], [-6.5101, 1.1841, 2.1064]],
  "atomic_forces_ev_per_a": [[-1.3713, -0.3101, -1.3804], [1.0841, 0.4134, 0.0738], [0.1352, -1.1284, -0.0246], [1.2228, 0.3963, 1.5045], [-1.7098, -0.1204, -1.4937], [-0.2620, 0.3908, 1.1599], [-1.1430, -0.5662, 3.1781], [1.2839, 0.0948, -1.3945], [0.4241, 0.4160, -1.6037], [-0.0386, -0.0358, 0.1046], [0.0989, 0.3231, 0.1583], [0.1727, 0.0801, -0.3088], [0.1135, 0.0316, -0.0640], [-0.0814, -0.0977, 0.0053], [0.0500, 0.4340, -0.3509], [-0.1572, 0.2780, -0.7586], [0.4653, -0.1221, 0.8303], [-0.0783, -0.3514, -0.6632], [0.3656, -0.5836, 0.0579], [0.2351, -0.0789, 1.6316], [-1.9357, 1.3356, -1.5129], [2.2651, -1.2183, -1.1744], [-0.5274, -0.1006, 2.6245], [-0.1990, -0.1992, 0.1511], [0.4341, -0.4622, 0.1544], [-0.0604, 0.2582, -0.4275], [-0.6137, 0.8180, -0.1391], [-0.1251, -0.1540, -0.3316], [1.5505, 0.5540, -0.5532], [-0.4844, 1.5414, -1.0090], [1.2918, -1.8831, 0.8994], [-0.2274, 1.1308, -0.6060], [0.2355, -1.4917, 2.4342], [-1.3906, -0.5909, -0.0417], [-1.6922, -0.9826, -0.5700], [0.4450, 0.4173, 0.1159], [0.5355, 2.0277, -0.5306], [0.0355, 0.0509, -0.2154], [-0.0798, -0.1494, 0.0405], [0.4142, -0.7556, -0.0318], [0.0156, -0.2915, 0.0530], [-0.6320, 0.4801, -0.1248], [-0.7037, 0.1894, 0.0899], [1.3136, -0.8633, 1.0837], [-0.2132, 0.4656, 0.6204], [-0.5629, -0.0645, -1.7420], [0.0837, 1.1365, 0.5185], [0.9223, -0.4966, -1.3641], [-0.1193, -0.3550, 0.2154], [0.4494, -0.1694, -0.5113], [-1.0250, 1.1906, 0.2300], [0.0758, 0.0626, -0.1759], [-0.2715, 0.1583, -0.1805], [0.0036, -0.0965, 0.0505], [0.2671, -0.7617, 0.3914], [-0.0903, -0.2076, 0.8400], [-2.0633, 1.7717, 2.9332], [0.9287, -1.2130, -1.1197], [-0.0986, 0.7652, -1.4229], [0.7697, -0.6199, 1.0277], [0.1813, 0.3651, 0.0073], [1.0295, -1.7755, -3.0048], [-0.0390, -0.6407, 0.1185], [0.0949, -0.1858, -0.2386], [-0.6109, 1.3854, 1.1627], [-0.0192, 0.4073, 0.2566], [0.2936, 0.0172, 0.3345], [-0.3849, -0.0263, -0.2364], [-0.0513, -0.1054, -0.0399], [0.0121, 0.0188, 0.1118], [-0.3294, -0.2373, -1.8684], [0.7914, -0.1628, 0.5332], [-0.2101, 0.3955, -0.1845], [1.9585, -0.4272, 0.7353], [-0.9231, 0.3064, -0.3257], [0.1883, -0.3272, 0.9988], [-2.3072, 2.8283, 4.5868], [0.8061, -2.2207, -4.9100], [-0.3717, -0.1844, 0.5083], [-0.1070, 0.0421, -0.0825], [0.0798, -0.2595, 0.4749], [0.1671, -0.1291, -0.1950], [0.1340, -0.1296, 0.0395], [-0.0403, 0.1710, -0.1359], [0.5051, 1.4669, 0.2462], [-0.5369, -0.6715, 0.9793], [-0.3972, -0.5515, -1.8631], [0.8773, 0.2688, -0.1753], [1.0561, 1.4327, 1.1138], [-0.9489, -1.2177, -0.3971], [-0.6215, -0.2448, -0.0665], [-0.2787, -0.2402, -0.2867], [0.4109, -0.1315, 0.4034], [0.0020, 0.6468, 0.0189], [-0.2834, -0.2525, 0.0717], [0.2134, 0.0844, 0.3691], [0.0746, -0.8441, -0.0119], [0.1696, -0.7257, 0.2413], [-0.0579, 1.2847, 0.1659], [-0.2373, -0.2992, -0.7728], [0.4369, 0.7215, -0.0417], [-3.0548, -0.4674, 1.1332], [0.4892, 0.2018, -0.4462], [-0.1536, -1.6326, -0.5001], [0.5850, 1.1350, -0.3650], [-0.6267, 0.0614, 0.4426], [0.9934, 0.4821, -0.2864], [0.5976, -0.5596, 0.7569], [0.1364, -0.7502, -0.7730], [-0.2670, 0.4969, -0.7073], [0.3237, 0.0416, 0.2356], [-0.2727, -0.0709, 0.1379], [0.3972, 0.5013, -0.3377], [0.4126, -0.0873, -0.0450], [0.2709, -0.4158, 0.3738], [-0.2829, 0.3177, 0.4436], [0.6948, 0.9263, 0.5704], [-0.4841, -0.3683, 0.2349], [-0.1736, 0.9357, 0.8489], [0.0132, 0.6629, -1.4784], [0.8857, -0.2223, 0.8144], [-0.8212, -0.1972, -0.9620], [-0.0594, 0.1796, 0.0198], [0.0819, 0.1916, -0.1480], [-0.2289, -0.3295, -0.2073], [-0.7717, -0.6072, -0.7920], [1.4435, -0.7683, 0.5577], [-0.6813, -0.3502, 0.4510], [-0.5118, 0.2557, -0.3611], [-0.0201, -0.7465, 0.6901], [0.3967, 0.9063, 0.0556], [0.1544, -0.4125, -0.3120], [-0.8528, 1.4903, -0.8084], [0.7954, 0.2281, 0.5893], [-0.5435, -0.4603, 0.7485], [1.4553, -1.0946, -0.0966], [-0.5286, 0.6064, -0.9259], [-0.4915, 0.7072, 0.2601], [-0.5812, -0.3271, -0.2094], [-0.5043, 0.0239, 0.7648], [0.1108, -0.8473, -0.7202], [0.3012, 0.5180, -0.1923], [-0.0710, -0.5053, -0.0061], [-0.2001, 0.4201, 0.8816], [0.3066, -0.1755, -0.4381], [0.7791, -0.6084, -0.1720], [0.1770, -0.0250, 0.1651], [-0.2118, 0.2183, 0.2157], [0.1409, -0.6355, -0.3315], [-0.6665, -1.0115, -0.0691], [0.1612, -0.3500, 0.3177], [-0.1407, 0.2234, 0.8004], [0.6196, 0.9890, -1.2199], [-1.1443, -0.1832, 1.0448], [-0.3629, 0.8338, 0.4718], [-0.4053, 0.3606, 0.3531], [1.0636, 0.2652, -0.4369], [0.0239, -0.0274, -0.6943], [-0.4573, 0.2092, 0.4983], [0.9232, -0.1022, -0.3495], [-0.5523, -0.3526, -0.2193], [-0.3818, -0.1850, 0.0606], [0.6783, 0.0573, -0.2630], [0.4675, -0.1366, -0.0061], [1.5843, 0.6717, 0.4605], [0.0467, -1.0468, 0.3693], [0.1530, 0.9362, -1.3457], [-0.9406, -1.1049, -0.9983], [1.0518, -0.4189, 1.6004], [-0.5492, -0.4872, -2.0416], [0.4565, 0.1551, 0.0465], [-0.5273, 0.2623, 0.3283], [-0.5915, 0.3362, -0.2363], [-0.0458, -0.5083, 0.2803], [-0.1663, 0.8679, -0.0087], [-0.9254, 0.2341, 0.2151], [0.1196, -0.4784, -0.0360], [-0.1519, -0.3106, 0.4608], [0.6233, 0.2547, 0.8228], [0.0322, 0.6599, 0.0330]]
}

Record 2
{
  "formula": "C2H2IN",
  "method": "ωB97M-V/def2-TZVPD",
  "homo_ev": [-9.052, -9.069],
  "orbital_gap_ev": [4.870, 4.871],
  "total_charge": 0,
  "lumo_energy_ev": [-4.18, -4.20],
  "symbols": ["C", "C", "N", "I", "H", "H"],
  "xyz": [[-0.1861, 0.8490, 0.6317], [-0.7714, -0.3580, 0.1484], [0.4399, 1.7645, 0.9739], [2.3305, -0.9458, -1.5757], [-1.0007, -1.1405, 0.7656], [-0.8123, -0.1692, -0.9441]],
  "atomic_forces_ev_per_a": [[0.3341, -0.7800, 0.7359], [3.0661, 4.0652, -3.0422], [-0.6098, -0.1347, -0.0910], [-1.2119, 0.1120, 0.7038], [-0.7261, -1.9487, 1.0800], [-0.8524, -1.3139, 0.6136]]
}